Density functional theory data (wB97M-V/def2-TZVPD) for a molecular structure, C26H34CrN3O4P2 in a non-equilibrium geometry.

Structure (XYZ):
```
70
Properties=species:S:1:pos:R:3:mulliken_spin:R:1
Cr 1.266 0.631 -0.543 4.24
P 0.595 2.685 0.477 -0.01
C 2.081 3.582 0.379 -0.02
C 3.248 2.835 0.224 0.01
N 3.121 1.463 0.020 -0.18
C 4.230 0.718 0.184 0.05
C 5.478 1.256 0.527 0.02
C 5.622 2.640 0.618 0.00
C 4.518 3.415 0.392 0.00
C 4.120 -0.786 -0.054 -0.03
P 2.752 -1.201 -1.102 -0.03
H 4.493 4.506 0.390 0.00
H 6.325 0.563 0.669 0.00
H 6.621 3.088 0.784 0.00
H 5.054 -1.156 -0.492 0.00
H 3.950 -1.332 0.879 0.00
H 1.082 3.861 -3.917 0.00
H 2.102 4.658 0.415 0.00
H 1.750 0.535 -4.200 0.01
O 1.665 4.363 -4.563 0.00
H 2.508 3.854 -4.510 0.00
H -0.201 -0.044 -2.309 0.10
O 1.483 -0.164 -4.846 0.01
H 0.559 0.048 -5.142 0.00
C 3.429 -1.232 -2.749 0.02
H 4.029 -2.154 -2.800 0.00
H 2.642 -1.241 -3.521 0.00
H 4.067 -0.341 -2.856 0.00
C 2.311 -2.879 -0.680 0.01
H 1.502 -3.174 -1.370 0.00
H 3.174 -3.559 -0.811 0.00
H 1.945 -2.940 0.361 0.00
C 0.278 2.687 2.230 0.01
H -0.324 3.571 2.484 0.00
H -0.256 1.754 2.448 0.00
H 1.225 2.716 2.793 0.00
C -0.788 3.527 -0.301 0.01
H -1.600 2.826 -0.094 0.01
H -1.044 4.528 0.064 0.00
H -0.576 3.548 -1.372 -0.01
O -0.858 -0.783 -2.456 -0.01
C -1.255 -0.853 -1.199 0.03
N -2.349 -1.462 -0.812 0.00
C -2.517 -1.351 0.646 0.02
C -1.195 -0.641 0.991 -0.02
O -0.675 -0.498 2.104 0.01
N -0.606 -0.221 -0.211 -0.23
C -3.721 -0.428 0.911 0.00
C -3.577 0.827 1.513 0.00
C -4.692 1.694 1.625 0.00
C -5.949 1.228 1.194 0.00
C -6.097 -0.051 0.657 0.00
C -4.989 -0.891 0.556 0.00
C -2.544 -2.719 1.306 -0.01
C -3.371 -3.018 2.402 0.00
C -3.319 -4.298 2.979 0.00
C -2.402 -5.240 2.483 0.00
C -1.525 -4.918 1.425 0.00
C -1.602 -3.639 0.861 0.00
H -2.967 -1.730 -1.559 0.00
H -2.607 1.165 1.905 0.00
H -4.568 2.685 2.082 0.00
H -6.827 1.868 1.326 0.00
H -7.065 -0.422 0.326 0.00
H -5.078 -1.902 0.186 0.00
H -4.066 -2.280 2.793 0.00
H -3.980 -4.549 3.822 0.00
H -2.307 -6.222 2.968 0.00
H -0.787 -5.630 1.035 0.00
H -0.940 -3.375 0.038 0.00
```

Calculated values
M ... 566.519 g mol⁻¹
Charge ... +1
E_LUMO (spin up / spin down) ... -3.337 / -3.904 eV
Multiplicity ... 5
HOMO-LUMO gap (spin up / spin down) ... 5.65 / 5.08 eV

***

Density functional theory data (wB97M-V/def2-TZVPD) for a molecular structure, C20H34CsN10S5Sb in a non-equilibrium geometry.

Structure (XYZ):
```
71
Properties=species:S:1:pos:R:3:mulliken_charge:R:1
Cs -0.566 1.311 0.142 0.66
C -3.424 -2.924 -3.960 -1.36
C -3.295 -1.466 -4.185 1.05
N -3.861 -0.778 -5.139 -0.92
N -3.459 0.504 -4.891 0.24
C -2.662 0.629 -3.806 0.14
S -2.041 2.044 -3.151 -0.43
N -2.545 -0.660 -3.374 0.39
N -1.768 -1.050 -2.287 -0.46
H -4.139 -3.329 -4.671 0.36
H -3.763 -3.120 -2.941 0.33
H -2.465 -3.428 -4.090 0.30
H -3.811 1.276 -5.426 0.17
H -1.694 -2.063 -2.261 0.23
H -2.290 -0.816 -1.415 -0.13
C 4.883 2.026 2.054 -0.86
N 3.949 1.403 2.955 0.46
C 4.446 1.139 4.282 -1.40
C 2.799 0.769 2.481 0.45
N 2.686 0.236 1.302 -0.37
C 3.790 -0.337 0.692 -0.59
C 4.739 -1.082 1.404 -0.21
C 5.825 -1.682 0.787 -0.79
C 5.977 -1.575 -0.589 -0.81
C 5.022 -0.882 -1.318 0.03
C 3.932 -0.257 -0.709 0.17
N 2.916 0.317 -1.477 -0.29
C 3.165 1.023 -2.517 0.46
N 2.275 1.037 -3.570 0.09
C 1.199 0.060 -3.554 -0.96
C 1.921 2.277 -4.237 -1.06
N 4.291 1.835 -2.714 0.36
C 5.061 1.719 -3.932 -1.24
C 5.033 2.293 -1.564 -0.98
N 1.758 0.791 3.346 0.34
C 0.630 -0.121 3.204 -0.77
C 1.523 1.892 4.266 -0.99
H 5.258 2.949 2.508 0.43
H 4.371 2.279 1.128 0.06
H 5.737 1.381 1.809 0.25
H 5.428 0.652 4.224 0.39
H 3.762 0.475 4.806 0.41
H 4.553 2.058 4.870 0.32
H 4.592 -1.199 2.471 0.45
H 6.532 -2.252 1.377 0.38
H 6.803 -2.059 -1.097 0.38
H 5.087 -0.850 -2.400 0.41
H 1.540 -0.860 -3.092 0.33
H 0.887 -0.132 -4.584 0.35
H 0.331 0.414 -2.994 0.19
H 2.680 3.031 -4.054 0.39
H 0.952 2.639 -3.876 0.22
H 1.836 2.114 -5.315 0.30
H 4.429 1.348 -4.735 0.41
H 5.910 1.033 -3.806 0.33
H 5.457 2.698 -4.221 0.29
H 4.336 2.479 -0.748 0.31
H 5.524 3.236 -1.821 0.42
H 5.792 1.581 -1.219 0.25
H 0.880 -0.974 2.581 0.24
H -0.233 0.399 2.791 0.06
H 0.339 -0.469 4.197 0.24
H 2.211 2.709 4.059 0.35
H 1.652 1.575 5.307 0.27
H 0.499 2.249 4.129 0.21
S -4.682 1.947 4.049 -0.75
Sb -3.528 2.025 2.090 0.53
S -1.504 3.134 2.548 -0.79
S -2.944 -0.805 0.615 -0.38
S -1.262 -2.947 1.825 -0.43
C -1.932 -2.226 0.476 -0.44
```

Calculated values
M ... 829.562 g mol⁻¹
Charge ... -2
E_LUMO ... 3.453 eV
HOMO-LUMO gap ... 2.93 eV

***

Density functional theory data (wB97M-V/def2-TZVPD) for 2 unconnected molecules or ions with the total composition C3H3ClO in a non-equilibrium geometry.

Structure (XYZ):
```
8
Properties=species:S:1:pos:R:3:mulliken_spin:R:1
C -0.823 -0.783 -1.912 0.01
C -0.915 0.350 -2.320 0.00
C 0.453 0.299 1.413 1.64
O 0.201 0.632 2.609 0.10
Cl 1.907 -0.503 0.987 0.18
H -0.546 -1.781 -1.991 0.00
H -1.196 1.340 -2.161 0.00
H 0.919 0.445 3.376 0.07
```

Calculated values
M ... 90.509 g mol⁻¹
Charge ... 0
E_LUMO (spin up / spin down) ... 0.583 / -1.366 eV
Multiplicity ... 3
HOMO-LUMO gap (spin up / spin down) ... 7.49 / 9.26 eV

***

Density functional theory data (wB97M-V/def2-TZVPD) for a single C14H16N2O3S molecule.

Structure (XYZ):
```
36
Properties=species:S:1:pos:R:3:nbo_charge:R:1
C 2.893 2.374 -1.290 -0.61
C 2.558 0.888 -1.264 -0.42
C 2.813 0.163 0.074 0.29
C 4.263 0.325 0.540 -0.63
C 1.856 0.680 1.165 -0.48
C 0.464 0.248 0.855 0.26
N -0.529 1.113 0.893 -0.43
C -1.734 0.655 0.597 0.06
S -3.151 1.647 0.615 0.45
C -4.133 0.275 0.122 -0.42
C -5.540 0.518 -0.069 0.76
O -6.093 1.580 0.090 -0.60
O -6.241 -0.580 -0.475 -0.72
C -3.406 -0.890 -0.039 0.25
N -3.926 -2.104 -0.346 -0.78
C -2.014 -0.682 0.232 -0.17
C -0.943 -1.578 0.178 -0.12
C 0.308 -1.105 0.504 -0.11
C 1.578 -1.900 0.486 -0.08
O 2.612 -1.233 -0.202 -0.54
H 3.944 2.545 -1.075 0.20
H 2.682 2.771 -2.280 0.22
H 2.291 2.927 -0.574 0.20
H 1.504 0.753 -1.519 0.21
H 3.148 0.368 -2.021 0.21
H 4.453 -0.342 1.378 0.21
H 4.941 0.060 -0.266 0.22
H 4.455 1.346 0.855 0.21
H 1.909 1.763 1.241 0.24
H 2.154 0.252 2.127 0.23
H -7.170 -0.321 -0.579 0.51
H -3.305 -2.813 -0.693 0.39
H -4.886 -2.127 -0.649 0.42
H -1.089 -2.612 -0.102 0.21
H 1.885 -2.113 1.526 0.17
H 1.451 -2.852 -0.036 0.20
```

Calculated values
M ... 292.360 g mol⁻¹
Charge ... 0
E_LUMO ... 0.012 eV
HOMO-LUMO gap ... 8.06 eV

***

Density functional theory data (wB97M-V/def2-TZVPD) for 2 unconnected molecules or ions with the total composition H2NO4 in a non-equilibrium geometry.

Structure (XYZ):
```
7
Properties=species:S:1:pos:R:3:nbo_charge:R:1
N -1.951 0.022 0.057 0.28
O -1.340 -1.114 -0.116 -0.57
O 1.632 -0.707 0.120 -0.51
O -1.115 1.050 0.082 -0.60
O 1.567 0.699 -0.093 -0.54
H 0.555 0.818 -0.156 0.47
H 0.652 -0.769 0.106 0.47
```

Calculated values
M ... 80.019 g mol⁻¹
Charge ... -1
E_LUMO ... 4.864 eV
HOMO-LUMO gap ... 9.58 eV

***

Density functional theory data (wB97M-V/def2-TZVPD) for a single C6H5NS molecule in a non-equilibrium geometry.

Structure (XYZ):
```
13
Properties=species:S:1:pos:R:3:nbo_charge:R:1
C -1.118 -0.084 -1.773 0.27
C -0.303 0.168 -0.576 -0.24
C 0.611 -0.779 -0.350 0.34
C -0.564 1.535 -0.111 -0.27
C 0.072 1.906 1.065 -0.29
C 0.860 -1.992 0.310 -0.78
N -1.518 -0.415 -2.815 -0.27
S -0.429 3.385 1.657 -0.04
H -1.227 2.219 -0.577 0.25
H 0.635 1.165 1.625 0.20
H 1.762 -1.916 0.844 0.29
H 1.193 -2.866 -0.248 0.29
H 0.027 -2.326 0.950 0.23
```

Calculated values
M ... 123.180 g mol⁻¹
Charge ... 0
E_LUMO (spin up / spin down) ... -2.250 / -2.262 eV
HOMO-LUMO gap (spin up / spin down) ... 5.81 / 5.69 eV

***

Density functional theory data (wB97M-V/def2-TZVPD) for 2 unconnected molecules or ions with the total composition CH2FIO2S in a non-equilibrium geometry.

Structure (XYZ):
```
8
Properties=species:S:1:pos:R:3:nbo_charge:R:1
C -0.054 1.631 0.230 0.12
O -0.234 -1.385 -1.705 -0.86
O -1.365 -1.611 0.475 -0.87
F 1.215 1.931 0.077 -0.30
S -0.189 -1.262 -0.273 1.65
I 1.695 -2.686 0.566 -0.07
H -0.684 1.829 -0.621 0.17
H -0.383 1.552 1.250 0.16
```

Calculated values
M ... 223.994 g mol⁻¹
Charge ... 0
E_LUMO (spin up / spin down) ... -1.169 / -3.024 eV
HOMO-LUMO gap (spin up / spin down) ... 8.53 / 6.28 eV

***

Density functional theory data (wB97M-V/def2-TZVPD) for a single C16H16N2O6S molecule in a non-equilibrium geometry.

Structure (XYZ):
```
41
Properties=species:S:1:pos:R:3:nbo_charge:R:1
C 0.272 2.733 3.139 -0.66
C 0.362 1.279 2.823 0.02
C -0.392 0.375 3.580 -0.21
C -0.338 -0.983 3.354 -0.15
C 0.505 -1.467 2.359 0.00
N 0.557 -2.880 2.090 0.54
O 1.184 -3.241 1.117 -0.39
O -0.041 -3.619 2.840 -0.37
C 1.274 -0.595 1.604 -0.14
C 1.184 0.765 1.824 -0.27
S 2.199 1.721 0.665 2.31
O 3.533 1.230 0.792 -0.92
O 1.954 3.128 0.783 -0.94
N 1.665 1.280 -0.843 -0.85
C 0.395 1.787 -1.291 -0.27
C -0.813 1.051 -0.667 0.05
C -2.072 1.256 -1.517 -0.09
O -1.883 0.752 -2.816 -0.49
C -1.293 -0.490 -2.847 0.20
C -1.333 -1.212 -4.032 -0.23
C -0.753 -2.463 -4.103 -0.22
C -0.132 -3.006 -2.989 -0.22
C -0.071 -2.289 -1.810 -0.26
C -0.644 -1.027 -1.734 0.27
O -0.550 -0.332 -0.541 -0.53
H 0.639 3.341 2.319 0.27
H -0.751 3.009 3.386 0.22
H 0.891 2.944 4.012 0.24
H -1.035 0.760 4.357 0.22
H -0.932 -1.677 3.928 0.25
H 1.951 -0.979 0.858 0.25
H 1.833 0.310 -1.059 0.41
H 0.357 1.703 -2.381 0.23
H 0.367 2.841 -1.011 0.24
H -0.987 1.403 0.355 0.20
H -2.304 2.317 -1.626 0.20
H -2.914 0.743 -1.032 0.19
H -1.829 -0.769 -4.881 0.23
H -0.792 -3.017 -5.028 0.22
H 0.314 -3.986 -3.038 0.22
H 0.422 -2.695 -0.939 0.24
```

Calculated values
M ... 364.379 g mol⁻¹
Charge ... 0
E_LUMO ... -0.789 eV
HOMO-LUMO gap ... 7.99 eV

***

Density functional theory data (wB97M-V/def2-TZVPD) for 2 unconnected molecules or ions with the total composition C4H8O2.

Structure (XYZ):
```
14
Properties=species:S:1:pos:R:3:nbo_charge:R:1
C 1.546 -0.293 -0.043 -0.65
C 0.689 0.844 0.450 0.07
C -0.374 1.421 -0.371 -0.12
O -0.687 0.654 0.789 -0.51
H 2.440 0.165 -0.477 0.22
H 1.052 -0.899 -0.805 0.25
H 1.863 -0.956 0.769 0.22
H 1.187 1.502 1.161 0.18
H -0.608 2.482 -0.305 0.19
H -0.622 0.930 -1.314 0.19
C -1.610 -1.456 0.036 0.31
O -0.951 -1.710 -0.945 -0.56
H -1.341 -1.808 1.049 0.11
H -2.554 -0.887 -0.028 0.11
```

Calculated values
M ... 88.106 g mol⁻¹
Charge ... 0
E_LUMO ... 1.077 eV
HOMO-LUMO gap ... 10.87 eV

***

Density functional theory data (wB97M-V/def2-TZVPD) for a single C5H3BrCl2 molecule in a non-equilibrium geometry.

Structure (XYZ):
```
11
Properties=species:S:1:pos:R:3:nbo_charge:R:1
Cl 2.694 0.350 2.144 0.00
C 1.558 -0.286 0.906 -0.20
C 0.260 -0.202 1.037 -0.06
Cl -0.389 0.391 2.545 0.02
C -0.688 -0.733 0.023 -0.52
C -0.743 0.159 -1.164 -0.03
C -0.827 0.935 -2.119 -0.18
Br -1.279 2.350 -3.186 0.18
H 1.888 -0.531 -0.163 0.24
H -1.844 -0.671 0.310 0.28
H -0.632 -1.762 -0.333 0.27
```

Calculated values
M ... 213.889 g mol⁻¹
Charge ... 0
E_LUMO ... 0.546 eV
HOMO-LUMO gap ... 10.09 eV